Entry from the Open Molecules 2025 dataset: C15H21N5O2 in the gas phase at a distorted geometry (ωB97M-V/def2-TZVPD).

```
43
Properties=species:S:1:pos:R:3
C 1.332 3.974 -0.367
C 0.309 3.140 -0.387
C -0.276 2.487 0.831
N -0.680 1.118 0.600
C -0.012 -0.064 0.714
N 1.286 -0.216 1.084
C 2.347 0.615 0.548
C 2.512 0.537 -0.978
C 2.219 -0.841 -1.573
C 2.830 -2.009 -0.794
C 1.891 -2.532 0.291
C 1.682 -1.564 1.456
N -0.812 -1.115 0.527
C -2.028 -0.602 0.267
C -1.994 0.783 0.294
C -3.159 1.573 0.089
O -3.284 2.784 0.127
N -4.256 0.745 -0.172
C -4.340 -0.632 -0.228
O -5.386 -1.195 -0.465
N -3.163 -1.309 0.006
C -3.133 -2.753 -0.020
H 1.692 4.454 -1.260
H 1.844 4.225 0.548
H -0.210 2.916 -1.309
H 0.403 2.536 1.685
H -1.195 3.031 1.082
H 3.266 0.282 1.035
H 2.190 1.657 0.829
H 1.847 1.264 -1.450
H 3.537 0.831 -1.214
H 2.596 -0.845 -2.598
H 1.138 -0.990 -1.627
H 3.787 -1.712 -0.360
H 3.028 -2.828 -1.488
H 2.288 -3.463 0.701
H 0.918 -2.745 -0.153
H 2.604 -1.473 2.037
H 0.899 -1.964 2.104
H -5.136 1.224 -0.331
H -2.522 -3.099 -0.855
H -2.702 -3.124 0.909
H -4.156 -3.104 -0.136
```

- multiplicity = 1
- frontier orbital gap (Eh) = 0.3124
- E_HOMO (eV) = -7.77
- charge = 0
- strongest force on any atom (hartree/bohr) = 0.027
- relative energy (zero: lowest compared OMol25 entry of this formula, charge and spin) (kcal/mol) = 0.0